Entry 1:
Entry from OMol25: a 2-piece molecular cluster, C8H5FN2 overall (ωB97M-V with the def2-TZVPD basis set).

Structure (XYZ):
```
16
Properties=species:S:1:pos:R:3:nbo_charge:R:1
C 3.03246 2.37025 -1.41650 0.137
C -0.79823 -0.73635 0.15087 -0.181
C -0.49012 -0.22019 -1.10259 -0.211
C -0.07288 -0.33841 1.26537 -0.215
C 0.54779 0.66868 -1.24971 -0.156
C 0.94183 0.58907 1.15114 -0.112
C 1.27346 1.10363 -0.11389 -0.189
C 2.28942 2.03624 -0.33085 0.107
N 3.70005 2.63542 -2.32577 -0.241
N 2.52908 3.67464 0.85973 0.179
F 1.72555 3.46571 1.90245 -0.222
H -1.59856 -1.45197 0.25532 0.219
H -1.06225 -0.51788 -1.96854 0.223
H -0.30676 -0.75870 2.23187 0.219
H 0.80042 1.07694 -2.21500 0.226
H 1.51349 0.89204 2.01241 0.218
```

Properties
Charge: 0
HOMO energy (alpha / beta), eV: -8.6141 / -10.2032
ΔE to the lowest compared entry with this formula, charge and spin, kJ/mol: 119.4

Entry 2:
Entry from OMol25: a 2-piece molecular cluster, C5H12O overall (ωB97M-V with the def2-TZVPD basis set).

Structure (XYZ):
```
18
Properties=species:S:1:pos:R:3:nbo_charge:R:1
C 0.11315 0.03663 1.80066 -0.490
C -1.12057 -0.25619 2.17845 0.123
O -2.19989 0.49715 1.80855 -0.695
H 0.87318 -0.69727 2.01717 0.210
H 0.33583 1.00693 1.38348 0.212
H -1.32765 -1.10230 2.82896 0.159
H -2.84275 0.52652 2.51766 0.478
C 0.03833 -0.58076 -1.12615 -0.617
C 0.81470 -0.03576 -2.31533 -0.407
C 2.22345 0.40754 -1.96074 -0.601
H -0.52544 0.19401 -0.60923 0.211
H -0.80956 -1.21416 -1.43455 0.207
H 0.49684 -1.21627 -0.37266 0.208
H 0.94224 -0.82014 -3.07449 0.189
H 0.11122 0.62149 -2.83196 0.205
H 2.82403 0.59431 -2.85129 0.207
H 2.70637 -0.40171 -1.41061 0.203
H 2.22333 1.28783 -1.31394 0.199
```

Properties
Charge: 0
HOMO energy, eV: -9.0286
ΔE to the lowest compared entry with this formula, charge and spin, kJ/mol: 163.9
SMILES: C=CO.CCC

Entry 3:
Entry from OMol25: one molecule with the formula C5H9N (ωB97M-V with the def2-TZVPD basis set).

Structure (XYZ):
```
15
Properties=species:S:1:pos:R:3:nbo_charge:R:1
C -0.86962 -2.24907 0.07455 -0.385
C 0.16776 -1.49592 -0.27358 -0.208
C 0.30955 -0.05155 0.03759 0.112
N 1.66700 0.33197 0.22628 -0.819
C -0.72000 0.78308 -0.05469 -0.225
C -0.66318 2.28737 -0.12970 -0.638
H -1.76611 -1.91789 0.57778 0.195
H -0.72989 -3.32325 -0.00699 0.196
H 1.06290 -1.99453 -0.62571 0.212
H 1.70722 1.34039 0.31411 0.358
H 2.03799 -0.03235 1.09694 0.368
H -1.70270 0.35105 -0.20382 0.200
H 0.36007 2.64997 -0.11909 0.198
H -1.26145 2.59757 -0.98484 0.224
H -1.18899 2.71548 0.73251 0.215
```

Properties
Charge: 0
HOMO energy, eV: -8.0919
ΔE to the lowest compared entry with this formula, charge and spin, kJ/mol: 122.9
SMILES: C=C/C(N)=C/C

Among the records above, which one has the lowest ΔE to the lowest compared entry with this formula, charge and spin? C8H5FN2

Which of these has the highest ΔE to the lowest compared entry with this formula, charge and spin? C5H12O